{
  "formula": "C13H14BrIN6Ni",
  "method": "wB97M-V/def2-TZVPD",
  "elements": ["Ni", "C", "C", "C", "C", "C", "Br", "N", "C", "H", "H", "H", "H", "H", "H", "I", "C", "C", "N", "N", "C", "H", "H", "H", "N", "C", "C", "N", "C", "C", "N", "H", "H", "H", "H", "H"],
  "xyz": [[0.606, -0.186, -0.563], [-0.679, -2.251, 4.387], [0.305, -1.904, 3.309], [1.679, -2.077, 3.474], [2.578, -1.788, 2.451], [2.022, -1.326, 1.290], [2.981, -0.804, -0.286], [0.718, -1.136, 1.090], [-0.135, -1.416, 2.084], [-0.204, -2.243, 5.366], [-1.081, -3.252, 4.221], [-1.513, -1.552, 4.402], [2.058, -2.435, 4.424], [3.645, -1.914, 2.565], [-1.184, -1.236, 1.884], [-5.254, -0.053, -1.874], [-3.349, -0.662, -1.431], [-2.911, -1.947, -1.178], [-1.594, -1.888, -0.934], [-1.135, -0.622, -1.053], [-2.205, 0.130, -1.336], [-3.439, -2.887, -1.168], [-0.962, -2.656, -0.774], [-2.107, 1.192, -1.480], [1.860, 3.405, -4.259], [1.286, 3.091, -3.091], [1.189, 1.751, -2.647], [0.588, 1.477, -1.498], [0.081, 2.477, -0.754], [0.222, 3.781, -1.202], [0.809, 4.093, -2.343], [2.216, 2.711, -4.891], [1.907, 4.374, -4.526], [1.588, 0.925, -3.221], [-0.426, 2.227, 0.167], [-0.159, 4.602, -0.605]],
  "lowdin_charge": [0.399, -0.012, -0.206, 0.048, -0.022, -0.630, 1.009, -0.072, -0.028, 0.096, 0.105, 0.095, 0.144, 0.135, 0.137, 1.001, -0.756, -0.088, 0.034, -0.067, -0.138, 0.144, 0.171, 0.113, 0.184, -0.334, -0.021, -0.062, -0.111, -0.070, 0.165, 0.122, 0.131, 0.129, 0.120, 0.132],
  "max_force_ev_per_a": 0.691,
  "relative_energy_kcal_mol": 0.0,
  "homo_lumo_gap_ev": [6.610, 6.612],
  "total_charge": 2
}

{
  "formula": "C13H14BrNOS2",
  "method": "wB97M-V/def2-TZVPD",
  "elements": ["O", "S", "Br", "S", "C", "C", "C", "C", "C", "C", "C", "C", "N", "C", "C", "C", "C", "C", "H", "H", "H", "H", "H", "H", "H", "H", "H", "H", "H", "H", "H", "H"],
  "xyz": [[-1.348, -0.958, -0.521], [1.539, 2.425, 1.670], [0.268, 4.435, -4.599], [0.237, 0.008, 2.806], [-0.758, -0.455, 0.394], [0.567, 1.095, 1.432], [-0.780, 3.525, -2.088], [-0.875, 2.720, -0.937], [0.799, 1.233, -1.844], [0.140, 3.245, -3.082], [-0.101, 1.554, -0.840], [0.956, 2.093, -2.959], [-0.077, 0.746, 0.300], [1.981, 1.716, -4.016], [-1.359, -3.684, 3.506], [-0.725, -1.164, 1.749], [0.005, -3.339, 2.923], [-0.125, -2.575, 1.591], [-1.435, 4.379, -2.193], [-1.587, 2.994, -0.159], [1.411, 0.355, -1.792], [1.623, 0.884, -4.632], [2.886, 1.398, -3.524], [2.292, 2.552, -4.660], [-1.167, -4.376, 4.329], [-2.026, -4.147, 2.780], [-1.811, -2.793, 3.886], [-1.768, -1.211, 2.016], [0.512, -4.295, 2.744], [0.583, -2.739, 3.641], [-0.727, -3.166, 0.919], [0.872, -2.456, 1.159]],
  "lowdin_charge": [0.136, 0.638, 0.737, 0.964, -0.439, -1.067, -0.113, 0.008, 0.047, -0.587, -0.254, -0.256, -0.056, -0.074, -0.109, -0.442, -0.264, -0.205, 0.100, 0.125, 0.131, 0.091, 0.072, 0.044, 0.076, 0.081, 0.058, 0.116, 0.109, 0.095, 0.114, 0.121],
  "smiles": "CCC[C@H]1SC(=S)N(c2ccc(Br)c(C)c2)C1=O",
  "max_force_ev_per_a": 2.794,
  "relative_energy_kcal_mol": 0.0,
  "homo_lumo_gap_ev": 8.769
}

Question: What is the formula in the first record?
Answer: C13H14BrIN6Ni